An isolated molecule of C4H9NO2, computed with ωB97M-V/def2-TZVPD.

```
16
Properties=species:S:1:pos:R:3:nbo_charge:R:1
N -1.2345 -1.4689 -0.4267 -0.85
C -1.1918 -1.0578 0.8691 0.68
O -1.6663 -1.7095 1.7860 -0.62
C -0.4770 0.2707 1.1092 -0.51
C 0.9763 0.2999 0.5945 -0.42
C 1.1913 0.8822 -0.8136 -0.06
O -0.0054 0.8161 -1.5827 -0.75
H -1.7370 -2.3195 -0.6266 0.40
H -0.9474 -0.8468 -1.1728 0.42
H -1.0605 1.0813 0.6578 0.23
H -0.4915 0.4097 2.1921 0.24
H 1.5813 0.9028 1.2824 0.22
H 1.3891 -0.7136 0.6405 0.21
H 1.5120 1.9293 -0.7394 0.16
H 1.9921 0.3258 -1.3188 0.17
H 0.1693 1.1981 -2.4510 0.48
```

Spin multiplicity = 1
Net charge = 0
Frontier orbital gap = 9.8623 eV
LUMO = 0.01832 Ha
SMILES = NC(=O)CCCO
ΔE to the lowest compared entry with this formula, charge and spin = 0.667 eV